DFT (the ωB97M-V functional and the def2-TZVPD basis) results for a structure of composition C30H38BCsN4O4Si in a non-equilibrium geometry.

Last column: Löwdin charge in e.
Cartesian coordinates (Å):
Cs 0.983 -0.014 0.538  0.86
C 0.737 2.119 -2.313  -0.07
O 0.034 2.229 -1.080  -0.23
C -0.447 3.427 -0.696  -0.24
C -0.278 4.596 -1.436  -0.03
C -0.827 5.788 -0.982  -0.11
C -1.536 5.835 0.205  -0.12
C -1.693 4.673 0.950  -0.04
C -1.161 3.467 0.517  -0.15
N -1.242 2.241 1.298  0.06
N -2.089 2.357 2.221  0.05
C -2.264 1.339 3.154  -0.14
C -1.670 0.043 3.076  -0.39
O -1.041 -0.388 2.080  -0.38
C -1.844 -0.812 4.247  0.00
C -2.613 -0.455 5.296  -0.05
C -3.305 0.799 5.325  -0.19
C -4.143 1.135 6.403  -0.07
C -4.816 2.331 6.435  -0.13
C -4.650 3.223 5.362  -0.12
C -3.833 2.921 4.303  -0.04
C -3.126 1.693 4.243  -0.11
H 0.105 2.452 -3.139  0.10
H 0.952 1.058 -2.442  0.04
H 1.669 2.691 -2.279  0.10
H 0.277 4.569 -2.361  0.10
H -0.686 6.690 -1.567  0.09
H -1.956 6.768 0.560  0.09
H -2.222 4.678 1.892  0.09
H -1.330 -1.765 4.205  0.11
H -2.733 -1.120 6.146  0.10
H -4.247 0.419 7.212  0.10
H -5.463 2.583 7.267  0.08
H -5.178 4.170 5.364  0.09
H -3.725 3.619 3.486  0.09
N -2.733 -2.428 0.434  0.02
C -2.593 -3.729 1.068  -0.31
C -1.166 -4.241 0.911  -0.22
C -0.728 -4.404 -0.536  -0.23
C 0.690 -4.937 -0.693  -0.31
N 1.659 -4.100 0.013  0.00
H -2.097 -1.766 0.870  0.03
H -3.670 -2.059 0.518  0.06
H -3.291 -4.424 0.584  0.10
H -2.840 -3.727 2.143  0.09
H -1.072 -5.196 1.444  0.11
H -0.488 -3.551 1.421  0.10
H -0.808 -3.451 -1.066  0.07
H -1.412 -5.095 -1.046  0.11
H 0.909 -5.017 -1.767  0.10
H 0.749 -5.949 -0.270  0.10
H 1.584 -3.145 -0.328  0.03
H 2.606 -4.379 -0.217  0.06
C 5.279 -1.284 -1.280  -0.33
Si 4.640 -0.324 0.281  0.40
C 5.827 -1.156 1.587  -0.35
C 5.686 1.305 0.033  -0.34
H 6.371 -1.205 -1.369  0.00
H 4.828 -0.910 -2.204  -0.01
H 5.019 -2.346 -1.218  -0.01
H 6.873 -1.134 1.248  -0.01
H 5.549 -2.201 1.762  -0.01
H 5.772 -0.645 2.554  -0.02
H 6.755 1.078 -0.087  -0.01
H 5.575 1.986 0.883  -0.02
H 5.359 1.851 -0.859  -0.01
O 1.416 -1.777 -4.062  0.02
B 0.403 -1.438 -3.051  -0.28
O -0.562 -0.639 -3.841  0.00
C -0.131 -0.547 -5.112  -0.28
C -0.709 0.104 -6.183  -0.02
C -0.045 0.044 -7.413  -0.14
C 1.152 -0.646 -7.546  -0.14
C 1.733 -1.303 -6.457  -0.02
C 1.073 -1.242 -5.246  -0.27
H -1.644 0.637 -6.065  0.10
H -0.472 0.546 -8.273  0.08
H 1.649 -0.675 -8.509  0.08
H 2.668 -1.841 -6.548  0.11

Calculated values
HOMO, eV: -0.6
Calculated total energy, Eh: -2020.450740
Charge: -2
Spin multiplicity: 1
HOMO-LUMO gap, Ha: 0.16596
E_LUMO, eV: 3.91
Energy above the lowest of the compared OMol25 structures with the same formula, charge and spin, kJ/mol: 76.1